Entry 1:
Density functional theory data (ωB97M-V with the def2-TZVPD basis set) for C3H5IN2S as an isolated structure.

ORCA input file:
```
! wB97M-V def2-TZVPD RIJCOSX def2/J DEFGRID3
* xyz 0 1
C -0.91218 1.81254 -0.06944
C 0.26947 1.16915 -0.31374
C 1.16280 -1.24032 0.18817
N -1.66208 1.08555 0.85562
N 0.29110 -0.07579 0.30076
S -1.17641 -0.37886 0.93897
I -1.88752 -1.78169 -1.15198
H -1.43352 2.81826 -0.26461
H 1.14054 1.32582 -0.84197
H 1.01273 -1.80401 1.02086
H 0.98944 -1.77651 -0.78069
H 2.20563 -1.15414 0.11805
*
```

Frontier orbital gap (spin up / spin down)   7.681 / 7.680 eV
Relative energy (zero: lowest compared OMol25 entry of this formula, charge and spin)   47.1 kJ/mol
Electronic energy   -922.6268 a.u.
Molecular weight   228.06 g mol⁻¹
E_LUMO (spin up / spin down)   -0.239 / -0.239 eV
Highest occupied orbital energy (spin up / spin down)   -0.291 / -0.291 Ha


Entry 2:
Density functional theory data (ωB97M-V with the def2-TZVPD basis set) for an isolated ion of composition C5H8Cl2N3 and charge +1.

ORCA input file:
```
! wB97M-V def2-TZVPD RIJCOSX def2/J DEFGRID3
* xyz 1 1
H 0.46613 -0.62789 -2.47998
N 0.34466 0.14738 -1.87532
C 0.38328 1.38708 -2.11073
Cl 0.40162 2.21307 -3.67908
N 0.44158 2.26720 -0.98700
C 0.99677 1.88900 0.19297
N 1.50695 0.75281 0.40751
C 1.40386 -0.47545 0.01346
Cl 2.79952 -1.16671 -0.70492
C 0.33970 -1.36630 0.53283
C -0.83436 -0.66082 1.10214
H 0.17762 3.18743 -1.28202
H 1.23657 2.67951 0.83070
H 0.02390 -2.07215 -0.16347
H 0.95754 -1.91747 1.21883
H -1.54632 -1.43459 1.27565
H -1.14984 0.11471 0.38862
H -0.73935 0.01926 2.03881
*
```

Frontier orbital gap   10.660 eV
Relative energy (zero: lowest compared OMol25 entry of this formula, charge and spin)   106.4 kJ/mol
Electronic energy   -1279.6779 a.u.
Molecular weight   181.05 g mol⁻¹
E_LUMO   -4.171 eV
Highest occupied orbital energy   -0.545 Ha


Entry 3:
Density functional theory data (ωB97M-V with the def2-TZVPD basis set) for one molecule with the formula C8H15NO.

ORCA input file:
```
! wB97M-V def2-TZVPD RIJCOSX def2/J DEFGRID3
* xyz 0 1
C 1.54859 0.47566 -2.00741
C 1.06305 -2.01851 0.02280
C -1.82282 0.14898 1.22725
C 0.51354 -0.07219 2.15448
C 0.27996 0.12012 -1.31567
C 0.03114 -0.92128 -0.19103
N -0.92845 2.32803 -0.96447
C -0.38669 -0.13826 0.96172
C -0.72787 -0.79539 -1.51883
O -0.03652 1.48057 -0.26218
H -1.18030 3.05958 -0.30407
H -1.77547 1.79266 -1.16632
H -1.79398 -0.63144 -1.57768
H 1.94358 -0.39357 -2.53177
H 1.33444 1.26529 -2.73101
H 2.29599 0.85398 -1.30889
H 1.25709 -2.49711 -0.93462
H 2.01339 -1.64637 0.41490
H 0.68962 -2.78122 0.71167
H -2.41442 0.17474 0.31572
H -2.21439 -0.66053 1.85594
H 0.56664 -1.05946 2.62595
H 1.52787 0.18857 1.85142
H 0.15736 0.64413 2.89308
H -1.94135 1.08302 1.77902
*
```

Frontier orbital gap   7.276 eV
Relative energy (zero: lowest compared OMol25 entry of this formula, charge and spin)   708.9 kJ/mol
Electronic energy   -443.5712 a.u.
Molecular weight   141.21 g mol⁻¹
E_LUMO   0.236 eV
Highest occupied orbital energy   -0.259 Ha


Entry 4:
Density functional theory data (ωB97M-V with the def2-TZVPD basis set) for a 10-piece molecular cluster, C39H101N3O21S7 overall.

ORCA input file:
```
! wB97M-V def2-TZVPD RIJCOSX def2/J DEFGRID3
* xyz 0 1
C -8.63645 1.58707 4.53885
C -10.07642 2.19468 4.75291
O -10.67961 2.16003 3.50639
S -12.23588 1.66235 3.25218
C -12.08133 -0.06482 3.91230
O -13.03881 2.44720 4.18906
O -12.48085 1.75463 1.81359
H -8.14112 1.58947 5.50980
H -8.10390 2.15048 3.77264
H -8.83035 0.58847 4.14733
H -10.61256 1.57752 5.47386
H -10.19927 3.13701 5.28676
H -12.98360 -0.63854 3.70048
H -11.83469 0.00790 4.97154
H -11.19669 -0.50385 3.45105
C 4.79540 -8.84403 -3.60769
C 4.14880 -10.10838 -3.04008
O 2.88461 -9.68452 -2.50479
S 2.21682 -10.71356 -1.37003
C 0.63117 -9.81434 -1.24826
O 1.91995 -11.95495 -2.07018
O 3.04293 -10.58724 -0.17270
H 4.76526 -8.03653 -2.87615
H 4.29482 -8.53257 -4.52449
H 5.84968 -8.93652 -3.86855
H 4.05747 -10.84248 -3.84062
H 4.75292 -10.58942 -2.27085
H -0.11226 -10.56013 -0.96683
H 0.42626 -9.39740 -2.23430
H 0.80953 -9.02012 -0.52335
C -3.65961 0.25557 -7.76283
C -2.74714 1.11216 -8.65767
O -1.43027 0.79677 -8.43407
S -0.21200 1.66119 -9.20747
C 0.48481 2.61669 -7.78267
O 0.75580 0.66354 -9.64164
O -0.81579 2.48401 -10.24150
H -3.57211 0.30885 -6.67765
H -3.37293 -0.74907 -8.07368
H -4.68488 0.50119 -8.03959
H -2.85307 0.78404 -9.69171
H -2.94516 2.17522 -8.52057
H 1.32807 3.10585 -8.27025
H 0.80456 1.93236 -6.99683
H -0.25224 3.35893 -7.47617
C 0.96430 -1.32226 -2.34768
C -0.00553 -0.23884 -1.88225
O 0.61033 0.76367 -1.14298
S -0.48738 1.88502 -0.49756
C -0.82969 1.04271 1.16344
O 0.23605 3.08821 -0.12505
O -1.76999 1.92289 -1.23061
H 1.85988 -1.00590 -2.88245
H 0.36786 -2.00941 -2.94784
H 1.43847 -1.87174 -1.53447
H -0.36017 0.19578 -2.81684
H -0.88007 -0.54605 -1.30875
H -1.41487 0.13622 1.00875
H -1.36517 1.73597 1.81210
H 0.17269 0.81037 1.52310
C -7.54631 -5.77078 -4.07578
C -7.83934 -6.55623 -2.76220
O -6.72083 -6.33774 -1.83869
S -7.00937 -5.27181 -0.56069
C -8.00227 -6.41807 0.52873
O -5.72816 -4.91677 0.06906
O -7.92548 -4.19099 -1.03858
H -6.57903 -6.04987 -4.49362
H -7.51541 -4.68244 -4.02424
H -8.28834 -6.05974 -4.82009
H -8.71938 -6.00720 -2.42726
H -7.99242 -7.61434 -2.97447
H -8.97383 -6.60789 0.07250
H -8.15246 -5.80637 1.41833
H -7.40945 -7.27054 0.86033
C -5.47318 7.02644 -3.57774
C -6.98680 6.68273 -3.45161
O -7.27028 5.44474 -4.06073
S -8.55314 4.61488 -3.38382
C -7.68543 3.77013 -1.99965
O -9.44828 5.60025 -2.79071
O -9.02496 3.63013 -4.34763
H -5.26391 7.90736 -2.97087
H -5.14979 7.20779 -4.60274
H -4.73338 6.30527 -3.23030
H -7.15260 6.66311 -2.37447
H -7.71732 7.41765 -3.78973
H -6.91184 3.13975 -2.43816
H -8.34847 3.07882 -1.47949
H -7.34497 4.59063 -1.36800
C 3.52257 2.15929 12.95921
C 2.79941 1.70925 11.74743
O 2.47318 0.32926 12.03857
S 2.24045 -0.65718 10.71978
C 3.87751 -1.44439 10.63168
O 1.37219 -1.73476 11.13138
O 1.97037 0.14771 9.54276
H 2.85639 2.33711 13.80341
H 4.05767 3.09271 12.78460
H 4.25531 1.44008 13.32518
H 1.89334 2.27446 11.52908
H 3.35746 1.84618 10.82119
H 3.80370 -2.10354 9.76670
H 4.04152 -2.02390 11.54017
H 4.66678 -0.71969 10.43178
C -0.28134 6.56648 5.95689
C -1.52326 7.40939 5.59840
N -2.74313 6.72951 6.07430
C -2.75259 6.22808 7.45095
C -2.49206 7.38591 8.42059
C -3.95267 7.50952 5.72910
C -4.05464 7.58068 4.18137
H -0.27043 5.58583 5.48118
H -0.14211 6.42530 7.02870
H 0.60380 7.07366 5.57297
H -1.47397 8.40060 6.04912
H -1.50368 7.44128 4.50903
H -3.71751 5.75134 7.62347
H -2.15118 5.34909 7.68283
H -1.42836 7.57605 8.56371
H -2.99999 8.33867 8.27104
H -2.75441 7.00496 9.40757
H -4.09482 8.47727 6.21011
H -4.78732 6.92882 6.12185
H -3.49714 8.42633 3.77865
H -5.06879 7.66869 3.79166
H -3.68745 6.66518 3.71755
C 5.63140 -3.14424 3.62529
C 7.08650 -2.64821 3.30376
N 7.61777 -1.76355 4.33699
C 9.05791 -1.49429 4.08543
C 9.69329 -0.67271 5.22910
C 6.79666 -0.53713 4.51066
C 6.71099 0.36461 3.30579
H 5.41769 -3.97176 2.94879
H 4.84330 -2.43702 3.36676
H 5.40941 -3.56929 4.60415
H 7.71350 -3.52420 3.13755
H 7.08062 -2.13820 2.34045
H 9.63496 -2.40757 3.94035
H 9.23408 -0.94293 3.16183
H 9.83251 -1.25050 6.14281
H 10.68260 -0.29142 4.97614
H 9.19063 0.21732 5.60764
H 7.17696 0.04121 5.35267
H 5.78392 -0.89586 4.69441
H 6.24869 -0.15695 2.46772
H 7.67571 0.75434 2.98093
H 6.07444 1.23794 3.44788
C 10.34845 -2.76305 -11.57272
C 9.79687 -2.57251 -10.19550
N 9.91673 -1.18355 -9.74767
C 8.96379 -0.28195 -10.44205
C 9.13115 1.21284 -10.09708
C 9.71847 -1.18010 -8.30358
C 8.31740 -1.33231 -7.72781
H 11.43601 -2.73295 -11.50645
H 10.12613 -1.94861 -12.26219
H 10.06119 -3.69632 -12.05705
H 8.76265 -2.91193 -10.25288
H 10.28163 -3.22578 -9.46999
H 9.02765 -0.22795 -11.52883
H 7.93230 -0.58229 -10.25783
H 9.00570 1.49983 -9.05305
H 10.12919 1.53440 -10.39477
H 8.39635 1.72006 -10.72228
H 10.15535 -0.24851 -7.94387
H 10.36157 -1.89505 -7.79038
H 8.24832 -1.68317 -6.69814
H 7.87519 -2.17877 -8.25322
H 7.74938 -0.40741 -7.82793
*
```

Frontier orbital gap   8.273 eV
Relative energy (zero: lowest compared OMol25 entry of this formula, charge and spin)   249.0 kJ/mol
Electronic energy   -6077.8187 a.u.
Molecular weight   1172.71 g mol⁻¹
E_LUMO   0.055 eV
Highest occupied orbital energy   -0.302 Ha